# 1
A structure of composition C21H43BF3INbO7 at a distorted geometry. Source: OMol25; level of theory: ωB97M-V/def2-TZVPD.

Properties
- orbital gap (eV) = 6.126
- LUMO level (eV) = 1.959
- total charge = -1
- HOMO level (Eh) = -0.1531

XYZ file:
```
77
C21H43BF3INbO7 (ωB97M-V/def2-TZVPD)
C 3.121 4.035 4.803
C 2.104 4.064 3.549
B 2.225 2.647 2.701
O 3.511 2.324 2.138
Nb 0.284 1.394 2.527
O -0.703 3.212 2.216
I 0.906 1.044 -0.223
C -1.667 0.172 2.408
C -2.896 0.848 1.660
C -2.900 0.790 0.073
O -4.080 0.103 2.151
C -5.295 0.846 1.974
C -6.410 0.617 3.078
C -7.464 -0.513 3.111
C -8.532 -0.552 4.263
C -8.583 0.517 5.399
C -7.498 1.620 5.406
C -6.451 1.651 4.259
C 1.294 -0.579 2.919
C 2.711 -0.689 3.562
O 2.559 -1.168 4.939
C 3.495 -1.913 2.800
F 4.759 -2.087 3.447
F 2.713 -3.078 2.929
F 3.719 -1.619 1.406
H 2.595 4.414 5.760
H 3.970 4.768 4.592
H 3.545 2.974 4.961
H 1.047 4.234 3.948
H 2.349 4.923 2.816
H 3.433 1.656 1.417
H 0.081 1.558 4.350
H -1.040 3.229 1.288
H -1.992 0.092 3.523
H -1.476 -0.930 2.097
H -2.978 1.940 1.982
H -2.841 -0.252 -0.394
H -2.093 1.440 -0.436
H -3.895 1.240 -0.318
H -5.116 1.990 1.915
H -5.730 0.570 0.937
H -7.473 -1.315 2.300
H -9.332 -1.377 4.338
H -9.364 0.539 6.229
H -7.411 2.434 6.217
H -5.657 2.474 4.273
H 0.552 -1.202 3.566
H 1.308 -1.151 1.909
H 3.440 0.168 3.556
H 3.388 -0.886 5.383
C 1.645 -1.536 -4.982
C 1.854 -1.109 -3.543
O 1.310 0.187 -3.331
H 2.118 -0.826 -5.666
H 2.064 -2.530 -5.159
H 0.579 -1.555 -5.230
H 2.919 -1.071 -3.307
H 1.372 -1.810 -2.853
H 0.366 0.143 -3.532
C 4.846 2.403 -7.420
C 4.046 1.360 -6.664
O 4.794 0.155 -6.548
H 5.107 2.038 -8.417
H 4.281 3.332 -7.520
H 5.787 2.617 -6.903
H 3.118 1.133 -7.194
H 3.792 1.714 -5.660
H 5.608 0.362 -6.071
C 2.453 -5.735 -5.728
C 1.133 -5.826 -4.989
O 0.063 -5.468 -5.856
H 2.612 -4.722 -6.106
H 3.286 -6.002 -5.073
H 2.458 -6.404 -6.594
H 1.124 -5.141 -4.138
H 0.960 -6.841 -4.617
H 0.074 -6.083 -6.601
```

The computed Löwdin charges, all in e, follow: C -0.148; C -0.247; B -0.604; O -0.057; Nb 1.361; O -0.486; I 0.306; C -0.338; C -0.453; C -0.107; O -0.178; C -0.230; C -0.127; C -0.023; C -0.082; C -0.098; C -0.088; C -0.024; C -0.376; C -0.324; O -0.067; C -0.357; F 0.037; F 0.069; F 0.032; H 0.071; H 0.065; H 0.069; H 0.063; H 0.101; H 0.028; H -0.041; H -0.022; H 0.058; H 0.055; H 0.114; H 0.088; H 0.015; H 0.071; H 0.128; H 0.123; H 0.093; H 0.079; H 0.077; H 0.086; H 0.097; H 0.076; H 0.029; H 0.129; H 0.095; C -0.080; C -0.329; O -0.202; H 0.058; H 0.058; H 0.077; H 0.115; H 0.107; H 0.072; C -0.100; C -0.332; O -0.093; H 0.074; H 0.073; H 0.071; H 0.110; H 0.113; H 0.082; C -0.098; C -0.326; O -0.090; H 0.064; H 0.075; H 0.070; H 0.111; H 0.106; H 0.079


# 2
A structure of composition C21H43F9N2NbO7S at a distorted geometry. Source: OMol25; level of theory: ωB97M-V/def2-TZVPD.

Properties
- orbital gap (eV) = 7.100
- LUMO level (eV) = 1.988
- total charge = -1
- HOMO level (Eh) = -0.1879

XYZ file:
```
84
C21H43F9N2NbO7S (ωB97M-V/def2-TZVPD)
C 2.352 0.011 0.124
C 1.235 -0.225 -0.904
N 0.641 1.068 -1.336
Nb -0.977 1.876 -0.354
F -0.149 3.428 0.268
C -0.710 0.870 1.672
O 0.286 1.557 2.440
C -0.110 1.856 3.755
C -1.478 2.978 -2.322
C -0.694 4.225 -2.533
C 0.810 4.130 -2.701
N -1.305 5.372 -2.555
C -3.047 2.678 0.152
F -3.576 2.072 1.334
C -3.005 4.198 0.370
C -2.569 4.609 1.779
S -2.192 -0.220 -1.260
O -2.353 -1.165 -0.154
O -1.486 -0.702 -2.452
C -3.943 -0.063 -1.991
F -4.044 -0.894 -3.051
F -4.056 1.211 -2.435
C -5.171 -0.352 -1.085
F -6.272 -0.131 -1.870
F -5.183 0.542 -0.076
C -5.327 -1.794 -0.482
F -6.622 -2.142 -0.486
F -4.914 -1.838 0.767
F -4.675 -2.703 -1.208
H 2.364 -0.761 0.896
H 3.336 0.000 -0.360
H 2.235 0.994 0.591
H 0.489 -0.922 -0.508
H 1.643 -0.720 -1.792
H 0.503 1.023 -2.341
H -1.672 0.867 2.208
H -0.419 -0.188 1.587
H -1.035 2.449 3.778
H -0.272 0.945 4.353
H 0.692 2.443 4.214
H -1.344 2.260 -3.141
H -2.531 3.277 -2.292
H 1.182 3.108 -2.723
H 1.093 4.628 -3.636
H 1.291 4.657 -1.873
H -0.633 6.134 -2.661
H -3.799 2.495 -0.616
H -2.365 4.665 -0.382
H -4.020 4.585 0.195
H -3.317 4.321 2.523
H -1.603 4.160 2.042
H -2.436 5.698 1.824
C -2.079 -4.286 -1.092
O -0.977 -5.139 -0.792
C -1.305 -6.237 0.025
C -1.461 -7.516 -0.769
O -2.554 -7.472 -1.668
C -2.191 -7.143 -2.994
H -1.763 -3.615 -1.888
H -2.944 -4.868 -1.423
H -2.352 -3.679 -0.228
H -2.222 -6.039 0.592
H -0.488 -6.376 0.742
H -1.640 -8.348 -0.079
H -0.531 -7.720 -1.312
H -1.691 -7.987 -3.486
H -1.535 -6.271 -3.025
H -3.109 -6.915 -3.532
C 7.120 -0.567 0.867
O 5.919 -0.092 1.437
C 5.887 -0.133 2.851
C 6.155 1.221 3.465
O 7.467 1.687 3.191
C 7.526 2.622 2.131
H 7.115 -0.274 -0.182
H 7.998 -0.136 1.356
H 7.179 -1.660 0.926
H 6.607 -0.866 3.229
H 4.884 -0.456 3.147
H 6.052 1.143 4.551
H 5.412 1.938 3.104
H 7.135 3.597 2.444
H 6.963 2.279 1.260
H 8.574 2.734 1.858
```

The computed Löwdin charges, all in e, follow: C -0.105; C -0.347; N -0.221; Nb 1.820; F -0.392; C -0.326; O -0.311; C -0.147; C -0.272; C -0.531; C -0.074; N 0.082; C -0.405; F -0.141; C -0.272; C -0.118; S 0.628; O -0.415; O -0.421; C -0.496; F 0.094; F 0.072; C -0.337; F 0.122; F 0.140; C -0.552; F 0.158; F 0.187; F 0.168; H 0.068; H 0.059; H 0.060; H 0.071; H 0.104; H 0.026; H 0.050; H 0.051; H 0.077; H 0.084; H 0.081; H 0.055; H 0.037; H 0.040; H 0.073; H 0.076; H 0.028; H 0.054; H 0.061; H 0.106; H 0.066; H 0.048; H 0.068; C -0.100; O -0.185; C -0.220; C -0.214; O -0.191; C -0.115; H 0.090; H 0.082; H 0.074; H 0.128; H 0.123; H 0.121; H 0.123; H 0.085; H 0.084; H 0.088; C -0.114; O -0.194; C -0.205; C -0.205; O -0.193; C -0.114; H 0.089; H 0.083; H 0.087; H 0.125; H 0.127; H 0.124; H 0.129; H 0.088; H 0.084; H 0.086


# 3
A structure of composition C21H43IrN2OP3S at a distorted geometry. Source: OMol25; level of theory: ωB97M-V/def2-TZVPD.

Properties
- orbital gap (spin up / spin down) (eV) = 5.263 / 6.152
- 2S+1 = 6
- LUMO level (spin up / spin down) (eV) = -12.011 / -14.760
- total charge = +4
- HOMO level (spin up / spin down) (Eh) = -0.6348 / -0.7685

XYZ file:
```
72
C21H43IrN2OP3S (ωB97M-V/def2-TZVPD)
Ir -1.457 -0.519 0.209
P -0.535 1.816 0.298
P -3.350 0.485 0.122
P 4.193 -0.492 -1.053
H -2.826 -2.138 -0.994
C -1.811 -1.825 -1.167
C -0.908 -3.054 -1.020
H -0.462 -3.243 -0.014
C -0.172 2.671 -1.280
C -1.517 3.192 1.112
C 1.073 2.209 1.071
C -4.479 -0.918 -0.127
C -4.190 1.235 1.559
C -3.455 1.465 -1.437
C 4.211 -2.287 -1.340
C 4.295 0.072 0.676
C 4.162 0.652 -2.471
H -1.663 -1.392 -2.163
H -1.540 -3.920 -1.342
H -0.046 3.743 -1.060
H -0.954 2.530 -2.027
H 0.761 2.259 -1.678
H -0.821 4.047 1.226
H -1.894 2.886 2.104
H -2.366 3.515 0.487
H 1.833 2.328 0.289
H 1.403 1.455 1.784
H 0.986 3.147 1.632
H -5.353 -0.770 0.480
H -3.963 -1.808 0.241
H -4.766 -1.035 -1.173
H -4.715 2.151 1.241
H -3.520 1.421 2.416
H -4.952 0.506 1.881
H -4.463 1.265 -1.827
H -2.705 1.118 -2.172
H -3.337 2.547 -1.261
H 5.182 -2.762 -1.150
H 3.914 -2.515 -2.369
H 3.439 -2.730 -0.691
H 5.178 -0.304 1.219
H 3.379 -0.282 1.185
H 4.265 1.161 0.744
H 4.993 0.514 -3.174
H 4.123 1.695 -2.140
H 3.236 0.441 -3.018
C 0.748 -1.501 -2.033
C 1.054 -0.813 -3.226
C 1.034 -1.510 -4.422
C 0.501 -2.839 -4.491
C 0.033 -3.482 -3.381
C 0.317 -2.962 -1.994
O 0.896 -0.836 -0.940
H 2.756 -0.500 -0.965
H 1.385 0.251 -3.090
H 1.418 -1.028 -5.318
H 0.471 -3.316 -5.485
H -0.441 -4.476 -3.517
H 1.167 -3.552 -1.557
C 1.878 0.214 4.251
N 0.416 0.417 4.324
C -0.193 1.088 5.370
C -1.527 1.100 5.122
N -1.736 0.399 3.939
C -0.531 0.037 3.416
S -0.175 -0.904 2.029
H 2.098 -0.694 3.663
H 2.340 1.108 3.794
H 2.255 0.115 5.286
H 0.405 1.470 6.187
H -2.330 1.505 5.710
H -2.638 0.180 3.500
```

The computed Löwdin charges, all in e, follow: Ir 0.808; P 0.753; P 0.632; P 0.987; H 0.038; C -0.341; C -0.164; H 0.115; C -0.211; C -0.219; C -0.231; C -0.215; C -0.186; C -0.194; C -0.177; C -0.194; C -0.169; H 0.106; H 0.150; H 0.090; H 0.043; H 0.041; H 0.075; H 0.038; H 0.056; H 0.057; H -0.008; H 0.073; H 0.060; H 0.045; H 0.088; H 0.096; H 0.015; H 0.070; H 0.081; H 0.055; H 0.059; H 0.076; H 0.071; H 0.060; H 0.076; H 0.039; H 0.060; H 0.079; H 0.075; H 0.017; C -0.415; C 0.023; C -0.021; C 0.026; C 0.056; C -0.219; O -0.184; H 0.010; H 0.127; H 0.128; H 0.154; H 0.158; H 0.169; C 0.022; N -0.084; C 0.057; C 0.047; N 0.114; C -0.639; S 0.787; H 0.089; H 0.108; H 0.131; H 0.169; H 0.157; H 0.152